Molecular formula: C29H44F3O16SY
Method: DFT, the ωB97M-V functional and the def2-TZVPD basis

Each line ends with the Löwdin charge.
Geometry (Å):
Y1 1.83952 -2.54817 -1.32490  2.03
C1 0.39525 0.43949 2.14791  -0.56
F1 0.98323 1.53976 1.63400  0.11
F2 1.13634 -0.51241 2.69676  0.13
F3 -0.44800 0.88089 3.15057  0.12
S1 -0.58269 -0.41774 0.69072  0.53
O1 -1.66903 -1.22555 1.30173  -0.30
O2 -1.16513 0.65915 -0.08094  -0.30
O3 0.40916 -1.10267 -0.08573  -0.42
C2 -0.68688 4.93105 0.76354  -0.17
C3 -2.05816 4.42398 0.45137  -0.17
C4 -1.94613 4.15481 -1.00783  -0.20
O4 -0.62571 4.45576 -1.38192  -0.10
C5 0.17482 4.34797 -0.28573  -0.27
H1 -0.41027 4.73243 1.79899  0.13
H2 -0.69247 6.01409 0.64077  0.13
H3 -2.73622 5.24547 0.68262  0.12
H4 -2.38610 3.67077 1.16777  0.11
H5 -2.79086 4.63108 -1.50552  0.13
H6 -2.10884 3.09930 -1.22583  0.10
H7 1.04589 4.99926 -0.35766  0.13
H8 0.46919 3.33084 -0.02712  0.10
O5 -0.32248 -3.22248 -2.18273  -0.07
C6 -1.48705 -3.60378 -2.44704  -0.37
O6 -1.71339 -4.50510 -3.41232  0.08
C7 -3.09227 -4.60968 -3.64841  -0.13
C8 -3.75777 -3.94432 -2.40984  -0.10
C9 -2.72338 -2.91443 -1.95820  -0.04
H9 -3.38012 -5.66047 -3.68168  0.14
H10 -3.33918 -4.13930 -4.60018  0.14
H11 -3.75204 -4.63390 -1.56571  0.12
H12 -4.75391 -3.56221 -2.63301  0.13
H13 -2.71492 -2.79011 -0.87535  0.13
H14 -2.77622 -1.96125 -2.48427  0.14
O7 -5.07457 0.44188 5.10312  0.08
C10 -4.99425 0.63110 3.87960  -0.44
O8 -5.37431 1.80960 3.33514  0.02
C11 -5.23131 1.83473 1.90250  -0.12
C12 -4.28178 0.65417 1.69884  -0.17
C13 -4.44748 -0.32416 2.85813  -0.07
H15 -4.87316 2.84334 1.69627  0.12
H16 -6.23693 1.69078 1.50737  0.13
H17 -3.25165 0.96408 1.52314  0.08
H18 -4.48653 0.11064 0.77648  0.11
H19 -3.52801 -0.86954 3.07079  0.11
H20 -5.07698 -1.18226 2.62253  0.13
O9 0.73860 -1.10281 -2.83427  -0.05
C14 0.46639 -0.08466 -3.45355  -0.39
O10 1.31977 0.46089 -4.30754  0.07
C15 0.86307 1.55979 -4.99907  -0.16
C16 -0.47576 1.89735 -4.41127  -0.10
C17 -0.81916 0.69488 -3.52142  -0.02
H21 0.65782 1.36111 -6.05097  0.14
H22 1.59530 2.33620 -4.77741  0.14
H23 -1.12272 2.07846 -5.26960  0.13
H24 -0.27007 2.77119 -3.79303  0.12
H25 -1.53657 -0.02677 -3.91211  0.14
H26 -1.21984 0.92794 -2.53489  0.11
O11 3.06005 -0.50942 -1.09624  -0.04
C18 3.46155 0.61258 -1.31530  -0.34
O12 2.55599 1.56552 -1.73384  0.05
C19 3.10071 2.86558 -1.60625  -0.15
C20 4.58054 2.73997 -1.44920  -0.10
C21 4.88882 1.21933 -1.21021  0.00
H27 2.65967 3.41956 -0.77758  0.11
H28 2.88048 3.46300 -2.49093  0.14
H29 4.84741 3.18728 -0.49171  0.13
H30 5.19397 3.10814 -2.27155  0.13
H31 5.19561 0.87994 -0.22088  0.10
H32 5.61558 0.88755 -1.95173  0.14
O13 6.76418 2.55001 2.39776  0.15
C22 5.96832 1.67035 2.52135  -0.57
O14 4.82790 1.91916 3.09224  0.07
C23 3.90580 0.79701 3.11008  -0.10
C24 4.67649 -0.27591 2.31380  -0.15
C25 6.07797 0.24703 2.27252  -0.10
H33 3.04731 1.13197 2.52793  0.09
H34 3.40591 0.49586 4.03070  0.13
H35 4.29809 -0.29408 1.29174  0.07
H36 4.50309 -1.24145 2.78895  0.12
H37 6.66643 -0.03247 1.39863  0.13
H38 6.56194 -0.22670 3.12660  0.15
O15 0.60757 -3.82561 0.31271  -0.04
C26 0.06975 -4.55097 1.13467  -0.38
O16 -1.29994 -4.74372 1.22586  0.05
C27 -1.63924 -5.38096 2.43033  -0.16
C28 -0.37606 -5.32850 3.19815  -0.13
C29 0.76653 -5.33283 2.16542  -0.03
H39 -1.97140 -6.37910 2.14485  0.14
H40 -2.46417 -4.85784 2.91401  0.15
H41 -0.32624 -6.11787 3.94816  0.14
H42 -0.49981 -4.43423 3.80894  0.14
H43 1.20862 -6.28351 1.86736  0.15
H44 1.50653 -4.62507 2.53902  0.14

Summary:
Strongest force on any atom ... 6.54 eV/A
E_HOMO ... -12.7 eV
E_LUMO ... -7.87 eV
Energy relative to the best compared isomer or geometry (same formula, charge and spin) ... 0.551 eV
Total charge ... +2

---

Molecular formula: C29H45Cl2N2NdPS
Method: DFT, the ωB97M-V functional and the def2-TZVPD basis

Each line ends with the Mulliken spin population.
Geometry (Å):
P1 0.12141 -0.74847 -0.99586  0.00
C1 1.69855 -0.14262 -1.86865  0.00
C2 1.98171 -0.65552 -3.28680  0.00
C3 3.36279 -0.20934 -3.78190  0.00
C4 3.61734 1.29241 -3.62009  0.00
C5 3.24397 1.81691 -2.22897  0.00
C6 1.82878 1.38648 -1.80415  0.00
C7 -1.31973 0.12117 -1.83549  -0.01
C8 -1.20079 0.20873 -3.35536  0.00
C9 -2.50201 0.74058 -3.96170  0.00
C10 -2.92311 2.08185 -3.35534  0.00
C11 -2.91051 2.07898 -1.82181  0.00
C12 -1.61312 1.50512 -1.22631  0.00
C13 -0.04118 -2.45623 -1.73772  0.00
C14 1.12718 -3.35413 -1.29797  0.01
C15 1.09014 -4.68587 -2.05744  0.00
C16 -0.24903 -5.41103 -1.87563  0.00
C17 -1.45775 -4.50853 -2.14681  0.00
C18 -1.37215 -3.15475 -1.43011  0.00
H1 2.47176 -0.55074 -1.19327  0.00
H2 1.21368 -0.28325 -3.97718  0.00
H3 1.93494 -1.75071 -3.33526  0.00
H4 3.47174 -0.49375 -4.83506  0.00
H5 4.12916 -0.76570 -3.22675  0.00
H6 4.67363 1.50412 -3.81693  0.00
H7 3.04167 1.84349 -4.37494  0.00
H8 3.95363 1.42777 -1.48525  0.00
H9 3.31433 2.91212 -2.20356  0.00
H10 1.63009 1.74324 -0.78248  0.00
H11 1.09024 1.85838 -2.47157  0.00
H12 -2.17871 -0.52330 -1.58740  0.00
H13 -3.29321 -0.00134 -3.79362  0.00
H14 -0.96494 -0.76653 -3.80701  0.00
H15 -0.37602 0.89023 -3.60796  0.00
H16 -2.37496 0.83626 -5.04587  0.00
H17 -3.92544 2.34027 -3.71230  0.00
H18 -2.24931 2.86930 -3.71558  0.00
H19 -3.06618 3.09623 -1.44163  0.00
H20 -3.74986 1.46939 -1.46020  0.00
H21 -1.71793 1.42947 -0.13231  0.00
H22 -0.77345 2.18915 -1.42301  0.00
H23 0.00238 -2.29353 -2.82736  0.00
H24 2.10237 -2.86874 -1.44079  0.00
H25 1.02914 -3.55371 -0.22002  0.00
H26 1.25824 -4.50092 -3.12801  0.00
H27 1.91066 -5.32391 -1.71024  0.00
H28 -0.30961 -5.77915 -0.84420  0.00
H29 -0.28719 -6.28744 -2.53108  0.00
H30 -2.37668 -5.01807 -1.83685  0.00
H31 -1.53749 -4.33347 -3.22809  0.00
H32 -2.22820 -2.53291 -1.72205  0.00
H33 -1.46265 -3.29661 -0.34459  0.00
Nd1 -0.02679 -0.60492 1.92640  3.05
Cl1 -2.49495 -1.26006 1.31307  0.00
Cl2 2.54104 -0.08112 1.60348  0.00
C19 -0.71396 1.37704 2.99563  -0.03
H34 -1.46374 1.18924 3.79579  0.00
C20 -0.51787 2.75379 2.77083  -0.01
C21 -1.15330 3.67848 3.65836  -0.01
C22 -1.18637 5.03583 3.38389  0.00
C23 -0.55622 5.53003 2.22962  -0.01
C24 0.16262 4.66318 1.38320  0.00
C25 0.24377 3.30705 1.66779  0.00
H35 -1.65009 3.25657 4.53379  0.00
H36 -1.70415 5.72065 4.06550  0.00
H37 0.66651 5.06709 0.50050  0.00
H38 0.85930 2.62841 1.07031  0.00
H39 -0.63111 6.58960 1.98988  0.00
C26 -1.05326 -2.16338 7.16344  0.00
N1 -0.20080 -1.04268 6.79108  0.00
C27 0.34732 -0.08434 7.63022  0.00
C28 1.06611 0.76389 6.84429  0.00
N2 0.96875 0.29016 5.54874  0.00
C29 0.21706 -0.85737 5.51121  0.00
S1 0.05175 -2.05155 4.31110  0.00
H40 -1.91781 -2.22369 6.49305  0.00
H41 -0.51492 -3.11135 7.06362  0.00
H42 -1.37261 -2.02474 8.19923  0.00
H43 0.18222 -0.10109 8.69340  0.00
H44 1.65435 1.62920 7.09330  0.00
H45 1.35883 0.73470 4.71975  0.00

Summary:
Strongest force on any atom ... 2.13 eV/A
2S+1 ... 4
<S²> ... 3.756
E_HOMO (alpha / beta) ... -1.7 / -1.7 eV
E_LUMO (alpha / beta) ... 2.39 / 2.39 eV
Energy relative to the best compared isomer or geometry (same formula, charge and spin) ... 0.000 eV
Total charge ... -1